[1]
Below is the molecule C6H8, with properties calculated with ωB97M-V/def2-TZVPD.

The geometry in XYZ format:
```
14
Properties=species:S:1:pos:R:3:mulliken_charge:R:1
C -0.22 -2.95 -0.57 -0.7890
C -0.75 -1.75 -0.35 -0.0754
C 0.04 -0.64 0.18 -0.1652
C -0.17 0.65 -0.07 -0.1768
C 0.63 1.72 0.50 -0.0781
C 0.34 3.02 0.45 -0.7750
H -0.75 -3.76 -1.05 0.2601
H 0.81 -3.19 -0.32 0.2303
H -1.73 -1.53 -0.76 0.2800
H 0.98 -0.96 0.62 0.2581
H -1.03 0.89 -0.69 0.2805
H 1.40 1.37 1.19 0.2397
H -0.53 3.39 -0.09 0.2543
H 0.98 3.72 0.96 0.2566
```

Net charge: 0
Molar mass, g/mol: 80.1
Multiplicity: 1
Maximum force, eV Å⁻¹: 0.88
Energy relative to the best compared isomer or geometry (same formula, charge and spin), kJ/mol: 91.8

[2]
Below is the molecule C6H8 at a distorted geometry, with properties calculated with ωB97M-V/def2-TZVPD.

The geometry in XYZ format:
```
14
Properties=species:S:1:pos:R:3:mulliken_charge:R:1
C 0.70 -0.44 0.15 0.9052
C 1.97 -0.23 0.12 0.1010
C -0.58 -0.79 0.27 -0.9106
C 3.49 0.04 0.06 -1.0612
C -2.51 0.77 -0.06 -1.1138
C -1.97 -0.67 -0.07 -0.2399
H 3.79 0.12 -0.98 0.2737
H 4.03 -0.77 0.56 0.2809
H 3.68 0.99 0.57 0.2738
H -2.01 1.37 -0.81 0.3175
H -2.34 1.22 0.92 0.3223
H -3.58 0.77 -0.26 0.3402
H -2.11 -1.08 -1.08 0.2309
H -2.57 -1.29 0.61 0.2799
```

Net charge: 0
Molar mass, g/mol: 80.1
Multiplicity: 1
Maximum force, eV Å⁻¹: 2.99
Energy relative to the best compared isomer or geometry (same formula, charge and spin), kJ/mol: 411.8

[3]
Below is the molecule C6H8, with properties calculated with ωB97M-V/def2-TZVPD.

The geometry in XYZ format:
```
14
Properties=species:S:1:pos:R:3:mulliken_charge:R:1
C -1.43 -0.14 0.61 -0.4409
C -0.44 0.98 0.40 -0.3752
C 0.81 0.42 -0.13 0.0834
C 1.32 -0.99 0.11 -1.2846
C -1.41 -0.41 -0.91 -0.7837
C -0.36 0.58 -1.11 -0.0315
H -2.46 0.20 0.77 0.3322
H -1.21 -0.90 1.36 0.2908
H -0.51 2.00 0.77 0.3672
H 1.58 1.17 -0.30 0.4485
H 2.14 -1.20 -0.58 0.3666
H 1.67 -1.15 1.14 0.2788
H 0.54 -1.72 -0.10 0.3253
H -0.24 1.17 -2.01 0.4231
```

Net charge: 0
Molar mass, g/mol: 80.1
Multiplicity: 1
Maximum force, eV Å⁻¹: 0.74
Energy relative to the best compared isomer or geometry (same formula, charge and spin), kJ/mol: 399.0

[4]
Below is the molecule C6H8 at a distorted geometry, with properties calculated with ωB97M-V/def2-TZVPD.

The geometry in XYZ format:
```
14
Properties=species:S:1:pos:R:3:mulliken_charge:R:1
C -1.55 0.17 0.19 -0.4119
C -0.77 1.20 -0.12 -0.2759
C 0.65 0.91 -0.49 -0.2734
C 1.38 0.08 0.56 -0.5624
C 0.62 -0.75 -0.42 -0.1990
C -0.80 -1.10 -0.16 -0.5700
H -2.52 0.13 0.77 0.3160
H -0.92 2.31 0.14 0.2899
H 1.23 1.66 -1.23 0.2833
H 2.45 -0.01 0.46 0.3049
H 1.02 0.12 1.68 0.1948
H 1.13 -1.26 -1.28 0.3257
H -0.74 -1.65 0.80 0.2073
H -1.19 -1.81 -0.90 0.3708
```

Net charge: 0
Molar mass, g/mol: 80.1
Multiplicity: 1
Maximum force, eV Å⁻¹: 3.46
Energy relative to the best compared isomer or geometry (same formula, charge and spin), kJ/mol: 151.0

[5]
Below is the molecule C6H8, with properties calculated with ωB97M-V/def2-TZVPD.

The geometry in XYZ format:
```
14
Properties=species:S:1:pos:R:3:mulliken_charge:R:1
C 2.91 0.00 -0.21 0.2188
C 1.77 -0.03 0.16 -0.8863
C 0.38 -0.02 0.56 0.1586
C -0.58 -1.08 -0.07 -0.6651
C -1.66 0.02 -0.18 -0.5022
C -0.54 1.07 -0.05 -0.6749
H 3.94 0.02 -0.52 0.4107
H 0.28 -0.04 1.66 0.2380
H -0.80 -1.97 0.53 0.3013
H -0.20 -1.40 -1.06 0.2823
H -2.28 0.04 -1.08 0.3083
H -2.30 0.00 0.71 0.2202
H -0.73 1.95 0.58 0.3069
H -0.18 1.43 -1.02 0.2833
```

Net charge: 0
Molar mass, g/mol: 80.1
Multiplicity: 1
Maximum force, eV Å⁻¹: 0.59
Energy relative to the best compared isomer or geometry (same formula, charge and spin), kJ/mol: 161.1

[6]
Below is the molecule C6H8, with properties calculated with ωB97M-V/def2-TZVPD.

The geometry in XYZ format:
```
14
Properties=species:S:1:pos:R:3:mulliken_charge:R:1
C -1.50 0.85 2.39 0.2005
C -0.93 0.26 1.51 -0.8661
C -0.24 -0.44 0.43 0.1337
C -0.62 -0.09 -1.04 -0.6598
C 0.87 -0.23 -1.41 -0.5173
C 1.22 -0.04 0.08 -0.6548
H -2.02 1.37 3.17 0.4132
H -0.30 -1.52 0.59 0.2392
H -1.35 -0.74 -1.53 0.3083
H -0.96 0.95 -1.11 0.2820
H 1.11 -1.24 -1.76 0.2264
H 1.28 0.49 -2.13 0.3075
H 1.40 1.01 0.32 0.2838
H 2.02 -0.65 0.50 0.3033
```

Net charge: 0
Molar mass, g/mol: 80.1
Multiplicity: 1
Maximum force, eV Å⁻¹: 0.42
Energy relative to the best compared isomer or geometry (same formula, charge and spin), kJ/mol: 159.2

[7]
Below is the molecule C6H8 at a distorted geometry, with properties calculated with ωB97M-V/def2-TZVPD.

The geometry in XYZ format:
```
14
Properties=species:S:1:pos:R:3:mulliken_charge:R:1
C 0.60 -1.18 0.53 -0.3823
C 0.97 -0.72 -0.65 -0.4889
C 0.49 0.54 -0.93 -0.2966
C -0.96 0.39 -0.81 -0.4830
C -0.18 1.03 0.31 -0.5024
C 0.17 0.06 1.36 -0.3991
H 0.56 -2.22 1.18 0.2451
H 1.22 -1.36 -1.48 0.3258
H 0.80 1.08 -1.74 0.5173
H -1.52 0.90 -1.57 0.2903
H -1.73 -0.49 -0.64 0.1859
H -0.28 2.01 0.53 0.4761
H -0.88 -0.49 1.62 0.1765
H 0.74 0.43 2.29 0.3354
```

Net charge: 0
Molar mass, g/mol: 80.1
Multiplicity: 1
Maximum force, eV Å⁻¹: 5.33
Energy relative to the best compared isomer or geometry (same formula, charge and spin), kJ/mol: 308.7

[8]
Below is the molecule C6H8 at a distorted geometry, with properties calculated with ωB97M-V/def2-TZVPD.

The geometry in XYZ format:
```
14
Properties=species:S:1:pos:R:3:mulliken_charge:R:1
C -2.67 -0.42 -0.12 -0.3999
C -1.46 -0.37 0.22 -0.6390
C -0.08 -0.03 0.13 1.3493
C 0.16 1.44 -0.01 -1.4891
C 1.29 -0.85 0.68 -0.6134
C 0.80 -0.84 -0.78 -0.8986
H -3.65 -0.25 0.16 0.3538
H 0.88 1.70 -0.79 0.3116
H 0.49 1.85 0.86 0.3860
H -0.82 1.80 -0.30 0.4323
H 1.99 -0.16 1.02 0.3163
H 1.21 -1.75 1.36 0.2513
H 1.46 -0.34 -1.40 0.2943
H 0.42 -1.78 -1.02 0.3451
```

Net charge: 0
Molar mass, g/mol: 80.1
Multiplicity: 1
Maximum force, eV Å⁻¹: 5.83
Energy relative to the best compared isomer or geometry (same formula, charge and spin), kJ/mol: 306.1

[9]
Below is the molecule C6H8 at a distorted geometry, with properties calculated with ωB97M-V/def2-TZVPD.

The geometry in XYZ format:
```
14
Properties=species:S:1:pos:R:3:mulliken_charge:R:1
C -0.83 0.63 -0.83 -0.2786
C -0.63 1.62 -1.54 0.5546
C -0.40 2.35 -2.60 -0.8778
C -1.12 -0.11 0.42 -0.2802
C -0.16 -1.02 1.11 -0.3438
C 1.26 -0.90 1.37 -0.9868
H 0.67 2.55 -2.78 0.2233
H -1.12 2.83 -3.35 0.2465
H -1.13 0.89 0.98 0.2170
H -2.11 -0.65 0.44 0.2976
H -0.52 -1.99 1.14 0.3464
H 1.53 -1.73 1.92 0.3367
H 1.78 -0.01 1.84 0.3068
H 1.87 -0.96 0.40 0.2384
```

Net charge: 0
Molar mass, g/mol: 80.1
Multiplicity: 1
Maximum force, eV Å⁻¹: 4.51
Energy relative to the best compared isomer or geometry (same formula, charge and spin), kJ/mol: 491.6

[10]
Below is the molecule C6H8, with properties calculated with ωB97M-V/def2-TZVPD.

The geometry in XYZ format:
```
14
Properties=species:S:1:pos:R:3:mulliken_charge:R:1
C -1.32 0.90 0.47 -1.3845
C -0.34 0.20 -0.48 0.3999
C 1.13 0.64 -0.27 -0.5146
C 1.93 -0.49 0.30 -0.5642
C 1.01 -1.61 0.25 -0.3418
C -0.23 -1.26 -0.18 -0.4552
H -2.33 0.48 0.39 0.3792
H -1.38 1.97 0.23 0.3418
H -0.68 0.35 -1.51 0.3007
H 1.23 1.55 0.33 0.3596
H 1.62 0.88 -1.23 0.3335
H -0.99 0.80 1.50 0.3605
H 1.28 -2.62 0.54 0.4027
H -1.08 -1.93 -0.28 0.3826
```

Net charge: 0
Molar mass, g/mol: 80.1
Multiplicity: 1
Maximum force, eV Å⁻¹: 0.48
Energy relative to the best compared isomer or geometry (same formula, charge and spin), kJ/mol: 261.7

[11]
Below is the molecule C6H8 at a distorted geometry, with properties calculated with ωB97M-V/def2-TZVPD.

The geometry in XYZ format:
```
14
Properties=species:S:1:pos:R:3:mulliken_charge:R:1
C -0.62 1.19 -1.29 -0.0754
C -0.77 2.53 -1.19 -0.4987
C 0.46 0.53 1.09 -0.5883
C -0.28 -0.73 0.67 0.0729
C -0.26 0.53 -0.18 -0.0743
C 0.41 -1.92 0.03 -1.1585
H -0.91 0.59 -2.15 0.3064
H 0.01 2.89 -0.40 0.1715
H -0.04 1.24 1.72 0.2900
H 1.53 0.52 1.18 0.2332
H -1.24 -0.97 1.00 0.3719
H 0.86 -1.35 -0.85 0.2949
H -0.22 -2.64 -0.31 0.3562
H 1.09 -2.41 0.67 0.2983
```

Net charge: 0
Molar mass, g/mol: 80.1
Multiplicity: 1
Maximum force, eV Å⁻¹: 4.79
Energy relative to the best compared isomer or geometry (same formula, charge and spin), kJ/mol: 543.3

[12]
Below is a structure of composition C6H8AgLiO6 at a distorted geometry, with properties calculated with ωB97M-V/def2-TZVPD.

The geometry in XYZ format:
```
22
Properties=species:S:1:pos:R:3:mulliken_charge:R:1
Li 0.39 1.00 0.96 0.9234
O -0.43 -0.83 0.61 -0.8162
O 1.84 -2.08 -0.60 -0.3598
C 2.59 -2.23 0.62 -0.3653
C 2.85 -0.79 1.03 -0.3370
O 1.94 -0.04 0.19 -0.3685
C 1.21 -0.90 -0.63 0.4535
H 1.98 -2.77 1.35 0.2497
H 3.50 -2.79 0.38 0.2974
H 3.87 -0.44 0.81 0.2794
H 2.63 -0.60 2.09 0.2386
Ag -0.01 0.10 -2.57 0.3971
O -1.51 -0.78 -1.31 -0.8600
O -2.56 0.16 0.44 -0.4333
C -3.06 1.22 -0.37 -0.3201
C -1.92 2.25 -0.39 -0.5239
O -0.75 1.49 -0.45 -0.6954
C -1.39 -0.31 -0.14 1.2105
H -3.22 0.90 -1.42 0.2187
H -3.97 1.61 0.10 0.3293
H -1.95 2.87 0.53 0.2294
H -2.05 2.95 -1.24 0.2526
```

Net charge: 0
Molar mass, g/mol: 290.9
Multiplicity: 1
Maximum force, eV Å⁻¹: 3.00
Energy relative to the best compared isomer or geometry (same formula, charge and spin), kJ/mol: 104.1